Version 1
# CH3OP

CH3OP in the gas phase (ωB97M-V/def2-TZVPD, OMol25).

Values from the calculation:
total charge = 0
E_LUMO = 0.0139 Ha
Kohn-Sham gap = 10.11 eV

Last column: Mulliken charge in e.
Geometry (Å):
O1 -1.70004 -0.12100 0.37782  -0.47
C1 -0.66850 -0.23357 -0.37053  0.00
P1 0.83442 0.81183 -0.22955  -0.09
H1 -0.72975 -0.92433 -1.09438  0.41
H2 1.42442 -0.44705 0.05270  0.06
H3 0.83945 0.91411 1.26394  0.09


Version 2
# CH3OP

CH3OP in the gas phase (ωB97M-V/def2-TZVPD, OMol25).

Values from the calculation:
total charge = 0
E_LUMO = -0.0270 Ha
Kohn-Sham gap = 8.78 eV

Last column: Mulliken charge in e.
Geometry (Å):
C1 0.01552 -0.23891 -0.51515  -0.77
P1 -0.81913 0.23819 1.05349  0.40
O1 0.24770 1.09356 1.74636  -0.45
H1 -0.77236 -0.62686 -1.21663  0.31
H2 0.67090 0.61712 -0.82470  0.26
H3 0.65737 -1.08310 -0.24337  0.25


Version 3
# CH3OP

CH3OP in the gas phase (ωB97M-V/def2-TZVPD, OMol25).

Values from the calculation:
total charge = 0
E_LUMO = 0.0297 Ha
Kohn-Sham gap = 10.44 eV

Last column: Mulliken charge in e.
Geometry (Å):
C1 0.20671 0.33792 -0.21596  -0.21
O1 -0.36931 -0.05672 -1.38115  -0.28
P1 -1.56379 0.08007 -0.28645  0.05
H1 0.88569 -0.27590 0.18042  0.26
H2 0.72928 1.47232 -0.29234  0.16
H3 -1.60224 -1.33407 -0.09779  0.02


Version 4
# CH3OP

CH3OP in the gas phase (ωB97M-V/def2-TZVPD, OMol25).

Values from the calculation:
total charge = 0
E_LUMO = 0.0266 Ha
Kohn-Sham gap = 10.37 eV

Last column: Mulliken charge in e.
Geometry (Å):
C1 0.53468 -0.40750 0.06077  -0.26
O1 -0.19330 0.65256 -1.00726  -0.32
P1 -1.13261 -0.02732 0.12676  0.02
H1 1.54267 0.00134 -0.06996  0.34
H2 0.24137 -1.39584 -0.25083  0.20
H3 -0.99281 1.17676 1.14051  0.01


Here are the energies relative to the best structure, in kcal/mol: version 1 33.3; version 2 0.0; version 3 39.0; version 4 66.2.


Version 1
# C3H7ClS

C3H7ClS in the gas phase (ωB97M-V/def2-TZVPD, OMol25).

Values from the calculation:
total charge = 0
E_LUMO = 0.0308 Ha
Kohn-Sham gap = 10.07 eV

Last column: Mulliken charge in e.
Geometry (Å):
C1 0.20865 1.21207 -0.33224  -1.65
C2 0.35120 -0.17044 0.23597  0.31
S1 1.71063 -1.08877 -0.51999  -0.19
C3 -0.92826 -1.05635 0.37828  -0.61
Cl1 -2.42912 -0.64175 -0.57291  -0.20
H1 -0.16844 0.99039 -1.33927  0.47
H2 -0.59769 1.75308 0.28491  0.33
H3 1.04826 1.85096 -0.16238  0.48
H4 0.75802 0.07297 1.31381  0.24
H5 1.99755 -0.00619 -1.08719  0.10
H6 -1.32900 -0.84277 1.34851  0.30
H7 -0.62182 -2.07319 0.45251  0.42


Version 2
# C3H7ClS

C3H7ClS in the gas phase (ωB97M-V/def2-TZVPD, OMol25).

Values from the calculation:
total charge = 0
E_LUMO (alpha / beta) = -0.0477 / -0.0477 Ha
Kohn-Sham gap (alpha / beta) = 7.16 / 7.16 eV

Last column: Mulliken charge in e.
Geometry (Å):
C1 -0.21936 1.32101 -1.14806  -0.71
S1 -0.17674 -0.22307 -0.36668  0.47
C2 -1.57941 -0.69250 0.36740  -0.59
C3 0.94715 0.17617 1.06096  -0.88
Cl1 1.25775 -1.91447 -1.23150  -0.42
H1 0.54621 1.95348 -0.76917  0.21
H2 -0.49063 1.38130 -2.17110  0.32
H3 -1.36629 -1.71972 0.73164  0.26
H4 -2.37260 -0.70720 -0.40053  0.30
H5 0.99255 1.27555 1.20270  0.34
H6 0.53340 -0.46594 1.79597  0.35
H7 1.92796 -0.38461 0.92837  0.34


Here are the energies relative to the best structure, in kcal/mol: version 1 0.0; version 2 95.1.


Version 1
# C3H10NOS

2 unconnected molecules or ions with the total composition C3H10NOS (ωB97M-V/def2-TZVPD, OMol25).

Values from the calculation:
total charge = -1
E_LUMO = 0.1276 Ha
Kohn-Sham gap = 6.36 eV

Last column: Mulliken charge in e.
Geometry (Å):
C1 0.80950 -2.05764 0.69142  -0.66
S1 1.81353 -1.06647 1.87971  -0.20
C2 1.58955 0.56918 1.08929  -0.57
H1 1.38356 -2.20289 -0.23126  0.24
H2 -0.16535 -1.57136 0.54240  0.23
H3 0.70631 -3.06109 1.09584  0.33
H4 2.32970 1.31561 1.38693  0.35
H5 1.53503 0.32929 0.02859  0.13
H6 0.60236 0.94303 1.45306  0.16
N1 -1.85416 1.85996 -0.87528  -0.77
C3 -1.26168 0.62896 -1.45804  -0.42
O1 -0.97033 -0.30456 -0.54273  -0.79
H7 -2.83158 1.59947 -0.83360  0.26
H8 -1.43577 1.82368 0.06331  0.33
H9 -1.99321 0.26612 -2.28016  0.23
H10 -0.25745 0.92873 -2.00950  0.16


Version 2
# C3H10NOS

2 unconnected molecules or ions with the total composition C3H10NOS (ωB97M-V/def2-TZVPD, OMol25).

Values from the calculation:
total charge = -1
E_LUMO = 0.1395 Ha
Kohn-Sham gap = 6.62 eV

Last column: Mulliken charge in e.
Geometry (Å):
C1 -1.22186 0.35069 1.68447  -1.09
C2 0.28139 0.08807 1.55099  0.17
C3 0.90526 0.89359 0.34802  -0.96
S1 0.20579 0.39861 -1.37681  -0.61
N1 0.57475 -1.38097 1.31283  -0.80
H1 -1.21976 1.41410 1.81285  0.30
H2 -1.69696 0.07473 0.72968  0.22
H3 -1.57220 -0.19825 2.62956  0.31
H4 0.86137 0.45922 2.40788  0.32
H5 1.92852 0.73759 0.24347  0.37
H6 0.60188 1.96933 0.36212  0.26
H7 1.59037 -1.45850 1.00640  0.29
H8 0.15488 -1.45100 0.41416  0.30
H9 -0.09118 -1.01490 -4.98514  0.29
H10 -0.44348 -0.17432 -3.66991  0.29
O1 -0.85876 -0.70800 -4.47058  -0.66


Here are the energies relative to the best structure, in kcal/mol: version 1 25.1; version 2 0.0.


Version 1
# C3H10NOS

2 unconnected molecules or ions with the total composition C3H10NOS (ωB97M-V/def2-TZVPD, OMol25).

Values from the calculation:
total charge = -1
E_LUMO = 0.1329 Ha
Kohn-Sham gap = 6.62 eV

Last column: Mulliken charge in e.
Geometry (Å):
N1 -2.19334 -0.30222 -1.33260  -0.62
C1 -1.90076 0.31692 0.05112  -0.41
O1 -0.98192 -0.32183 0.77889  -0.88
H1 -3.15673 -0.13819 -1.63934  0.21
H2 -2.08628 -1.30863 -1.17613  0.21
H3 -1.52657 1.34053 -0.27316  0.19
H4 -2.84918 0.43739 0.65902  0.18
C2 1.34238 0.90416 -0.69806  -0.14
S1 2.65513 -0.22026 -0.18739  -0.21
C3 1.96708 -0.88663 1.34692  -0.39
H5 1.68829 1.89143 -0.41086  0.27
H6 0.45295 0.71111 -0.09040  -0.24
H7 1.10581 0.74345 -1.74950  0.32
H8 2.12747 -1.97290 1.21964  0.20
H9 2.46279 -0.50338 2.23566  0.23
H10 0.89288 -0.69095 1.26619  0.07


Version 2
# C3H10NOS

2 unconnected molecules or ions with the total composition C3H10NOS (ωB97M-V/def2-TZVPD, OMol25).

Values from the calculation:
total charge = -1
E_LUMO = 0.1500 Ha
Kohn-Sham gap = 6.93 eV

Last column: Mulliken charge in e.
Geometry (Å):
C1 0.18124 -0.90487 2.38826  -0.52
C2 -0.53089 -0.40201 1.12782  -0.54
S1 0.34198 -0.74155 -0.41878  -0.72
N1 1.63822 -0.64393 2.41764  -0.60
H1 0.09301 -2.00314 2.38238  0.22
H2 -0.28388 -0.48520 3.28049  0.35
H3 -0.59021 0.69143 1.19647  0.22
H4 -1.53955 -0.83070 1.13323  0.29
H5 1.83237 0.27306 2.80125  0.22
H6 1.87737 -0.62137 1.42081  0.22
C3 -0.35086 1.87840 -2.44746  -0.50
O1 -1.47430 1.02889 -2.32942  -0.52
H7 0.21130 1.95746 -1.51879  0.21
H8 0.29213 1.52317 -3.25547  0.21
H9 -0.66240 2.90861 -2.65841  0.25
H10 -1.17052 0.17051 -1.92000  0.22


Here are the energies relative to the best structure, in kcal/mol: version 1 26.9; version 2 0.0.


Version 1
# C3H10NOS

2 unconnected molecules or ions with the total composition C3H10NOS (ωB97M-V/def2-TZVPD, OMol25).

Values from the calculation:
total charge = -1
E_LUMO = 0.1399 Ha
Kohn-Sham gap = 6.46 eV

Last column: Mulliken charge in e.
Geometry (Å):
C1 -0.54675 -1.68914 -0.34577  -0.83
N1 -0.84727 -0.96678 0.90310  -0.42
C2 -0.31285 0.36918 1.12277  -0.34
C3 -0.54440 1.32703 -0.10043  -0.89
S1 0.25158 2.96480 0.03615  -0.60
H1 0.10103 -1.19938 -1.10239  0.23
H2 -1.25869 -1.76797 -1.06326  0.42
H3 -0.10607 -2.70954 -0.07387  0.25
H4 -1.77569 -0.84708 0.82189  0.23
H5 -0.53997 0.61135 2.12450  0.41
H6 0.86990 0.06387 1.45707  0.07
H7 -1.67594 1.37784 -0.11172  0.27
H8 -0.42456 0.95528 -1.10616  0.23
H9 2.34175 0.55574 -0.08565  0.33
H10 1.85390 0.64896 -1.43946  0.30
O1 2.61403 0.30583 -1.03677  -0.68


Version 2
# C3H10NOS

2 unconnected molecules or ions with the total composition C3H10NOS (ωB97M-V/def2-TZVPD, OMol25).

Values from the calculation:
total charge = -1
E_LUMO = 0.1324 Ha
Kohn-Sham gap = 6.28 eV

Last column: Mulliken charge in e.
Geometry (Å):
C1 -1.84383 0.53761 -2.26553  -0.93
N1 -1.35363 -0.38763 -1.20562  -0.43
C2 -0.67415 0.40706 -0.18766  -0.37
C3 0.34944 -0.32863 0.66983  -0.68
S1 0.83623 0.62622 2.15807  -0.72
H1 -0.97179 1.04659 -2.68226  0.37
H2 -2.25327 -0.09168 -3.06073  0.33
H3 -2.62936 1.18454 -1.89309  0.28
H4 -0.75107 -0.99244 -1.71918  0.26
H5 -1.30102 0.93003 0.54442  0.25
H6 -0.18173 1.27404 -0.66126  0.25
H7 -0.11438 -1.23982 1.06009  0.23
H8 1.24836 -0.62825 0.12725  0.26
H9 3.45586 -1.17237 2.42947  0.29
H10 2.72813 -0.25933 3.31146  0.28
O1 3.45622 -0.90594 3.37475  -0.64


Version 3
# C3H10NOS

2 unconnected molecules or ions with the total composition C3H10NOS (ωB97M-V/def2-TZVPD, OMol25).

Values from the calculation:
total charge = -1
E_LUMO = 0.1505 Ha
Kohn-Sham gap = 6.90 eV

Last column: Mulliken charge in e.
Geometry (Å):
C1 -1.01704 -0.93261 0.66745  -0.63
N1 -1.52108 0.47872 0.23687  -0.47
C2 -0.38939 1.11928 -0.60149  -0.54
C3 0.29323 0.32410 -1.84316  -0.81
S1 2.02375 -0.28244 -1.22549  -0.64
H1 -1.72891 -1.74267 0.49005  0.26
H2 -0.80045 -0.94423 1.66489  0.31
H3 -0.07854 -1.17332 0.06119  0.11
H4 -2.36741 0.37931 -0.37031  0.24
H5 -0.77797 2.08346 -0.89575  0.43
H6 0.41985 1.30493 0.15561  0.20
H7 0.45272 1.11347 -2.45049  0.34
H8 -0.44178 -0.55021 -2.02915  0.29
H9 1.65889 0.30204 2.25901  0.33
H10 2.15258 -0.95117 1.46933  0.29
O1 2.12155 -0.52867 2.41142  -0.69


Here are the energies relative to the best structure, in kcal/mol: version 1 39.9; version 2 0.0; version 3 25.0.


Version 1
# C4H4N2O

C4H4N2O in the gas phase (ωB97M-V/def2-TZVPD, OMol25).

Values from the calculation:
total charge = 0
E_LUMO = 0.0135 Ha
Kohn-Sham gap = 9.69 eV

Last column: Mulliken charge in e.
Geometry (Å):
O1 -1.80286 -0.88297 -1.82901  -0.57
C1 -1.08628 -0.38670 -0.98620  0.43
C2 0.32327 -0.03663 -1.23798  -0.40
C3 1.14665 0.18164 -0.19932  -0.21
N1 0.63330 0.20567 1.08006  -0.10
C4 -0.72122 0.11834 1.25240  0.04
N2 -1.56741 -0.12720 0.32095  -0.48
H1 0.68865 -0.02667 -2.25797  0.36
H2 2.21509 0.35032 -0.29202  0.36
H3 1.24003 0.31461 1.87700  0.22
H4 -1.06923 0.28959 2.27209  0.36


Version 2
# C4H4N2O

C4H4N2O in the gas phase (ωB97M-V/def2-TZVPD, OMol25).

Values from the calculation:
total charge = 0
E_LUMO = 0.0130 Ha
Kohn-Sham gap = 9.41 eV

Last column: Mulliken charge in e.
Geometry (Å):
N1 -0.90279 -1.90380 -0.81411  -0.48
C1 -0.84710 -0.68857 -0.94788  0.34
C2 -0.88902 0.63205 -1.03241  -0.32
N2 -0.25544 1.56281 -0.18762  -0.45
C3 0.50691 1.23274 0.77609  0.11
C4 0.91635 -0.15605 1.21233  -0.13
O1 1.90124 -0.70835 0.78074  -0.42
H1 -0.17475 -2.43265 -1.29632  0.30
H2 -1.47191 1.05563 -1.84442  0.33
H3 0.93919 2.04338 1.37061  0.36
H4 0.27732 -0.63719 1.98300  0.35


Version 3
# C4H4N2O

C4H4N2O in the gas phase (ωB97M-V/def2-TZVPD, OMol25).

Values from the calculation:
total charge = 0
E_LUMO = 0.0151 Ha
Kohn-Sham gap = 9.89 eV

Last column: Mulliken charge in e.
Geometry (Å):
O1 -2.86167 -0.40542 -0.08410  -0.45
C1 -1.72651 -0.42599 0.32207  0.04
C2 -0.44817 -0.08574 -0.37023  0.11
C3 0.07110 1.18211 -0.51461  -0.25
N1 1.40927 1.21262 -0.22932  -0.56
C4 1.73062 -0.02491 0.05268  -0.11
N2 0.65578 -0.84662 0.00430  -0.09
H1 -1.46744 -0.65679 1.37984  0.29
H2 -0.44619 2.10340 -0.74047  0.42
H3 2.71263 -0.36703 0.36754  0.35
H4 0.70208 -1.85339 -0.03253  0.24


Version 4
# C4H4N2O

A molecular structure, C4H4N2O (ωB97M-V/def2-TZVPD, OMol25).

Values from the calculation:
total charge = 0
E_LUMO = -0.0322 Ha
Kohn-Sham gap = 8.93 eV

Last column: Mulliken charge in e.
Geometry (Å):
O1 2.25913 -1.34402 -0.04168  -0.57
C1 1.18452 -0.78676 0.02277  0.51
C2 1.04916 0.68520 0.02135  -0.23
C3 -0.15376 1.27758 -0.12193  -0.23
N1 -1.33194 0.53340 -0.20502  -0.50
C4 -1.12308 -0.84680 -0.15872  -0.11
N2 -0.01694 -1.50382 0.05468  -0.45
H1 1.96064 1.26636 0.12255  0.37
H2 -0.26684 2.35915 -0.18849  0.39
H3 -1.51912 -0.24883 0.87815  0.36
H4 -2.04176 -1.39145 -0.38366  0.46


Here are the energies relative to the best structure, in kcal/mol: version 1 0.0; version 2 63.3; version 3 18.8; version 4 72.7.